{"formula": "C8H32F2NO12S2", "method": "the ωB97M-V functional and the def2-TZVPD basis", "total_energy_ev": -61979.2857, "total_charge": -1, "e_above_lowest_kcal_mol": 11.74, "max_force_ev_per_a": 4.17, "e_lumo_ev": 2.64, "homo_lumo_gap_ev": 9.94, "multiplicity": 1, "mol_weight_g_mol": 436.47, "species": ["N", "S", "O", "O", "F", "S", "O", "O", "F", "C", "O", "H", "H", "H", "H", "C", "O", "H", "H", "H", "H", "C", "O", "H", "H", "H", "H", "C", "O", "H", "H", "H", "H", "C", "O", "H", "H", "H", "H", "C", "O", "H", "H", "H", "H", "C", "O", "H", "H", "H", "H", "C", "O", "H", "H", "H", "H"], "positions_angstrom": [[1.120, 0.327, 0.190], [1.590, -0.864, -0.763], [1.476, -0.665, -2.174], [1.413, -2.184, -0.283], [3.172, -0.697, -0.540], [-0.532, 0.315, -0.030], [-1.151, -0.795, 0.586], [-1.007, 0.894, -1.217], [-0.744, 1.436, 1.065], [-3.159, 1.027, 3.042], [-3.956, 1.499, 4.122], [-2.467, 1.784, 2.685], [-2.617, 0.108, 3.306], [-3.824, 0.660, 2.260], [-3.351, 1.809, 4.800], [0.513, -0.703, 3.481], [1.742, -0.365, 2.909], [0.227, -1.746, 3.309], [0.567, -0.537, 4.561], [-0.298, -0.059, 3.119], [1.602, -0.096, 1.994], [1.289, -4.051, -3.080], [2.128, -3.233, -3.855], [0.777, -4.813, -3.688], [1.805, -4.550, -2.262], [0.482, -3.481, -2.605], [1.682, -2.401, -4.029], [3.728, 1.440, -3.007], [3.664, 2.452, -2.016], [2.785, 1.201, -3.512], [4.447, 1.749, -3.764], [4.046, 0.484, -2.583], [3.197, 2.107, -1.248], [1.684, 3.094, 2.456], [2.091, 2.794, 1.117], [2.344, 2.582, 3.161], [1.764, 4.172, 2.576], [0.672, 2.739, 2.667], [1.670, 1.959, 0.865], [-2.115, -4.259, 1.053], [-1.213, -3.390, 1.733], [-2.597, -3.744, 0.219], [-1.607, -5.147, 0.664], [-2.841, -4.549, 1.811], [-0.936, -2.681, 1.140], [-3.792, -0.794, -2.480], [-3.352, -1.852, -1.672], [-3.932, -1.110, -3.523], [-4.774, -0.418, -2.192], [-3.085, 0.037, -2.430], [-2.579, -2.294, -2.027], [0.365, 4.178, -1.338], [0.108, 4.482, 0.018], [-0.551, 4.271, -1.934], [1.050, 4.914, -1.774], [0.748, 3.164, -1.446], [0.529, 3.804, 0.561]]}

***

{"formula": "C5H7N", "method": "the ωB97M-V functional and the def2-TZVPD basis", "total_energy_ev": -6787.3400, "e_above_lowest_kcal_mol": 27.04, "max_force_ev_per_a": 1.93, "e_lumo_ev": 1.05, "homo_lumo_gap_ev": 9.06, "multiplicity": 1, "mol_weight_g_mol": 81.12, "species": ["C", "C", "C", "C", "N", "C", "H", "H", "H", "H", "H", "H", "H"], "positions_angstrom": [[1.924, -0.053, -0.083], [0.462, 0.199, -0.242], [-0.480, 1.259, -0.140], [-1.680, 0.673, 0.199], [-1.527, -0.683, 0.221], [-0.246, -0.976, -0.122], [1.828, -1.166, -0.051], [2.632, 0.462, -0.750], [2.250, 0.115, 0.947], [-0.336, 2.322, -0.299], [-2.622, 1.114, 0.475], [-2.219, -1.368, 0.466], [0.014, -1.897, -0.621]]}